Record 1
# C14H24I2LaLuO4S2

C14H24I2LaLuO4S2 as an isolated structure (ωB97M-V with the def2-TZVPD basis set, the OMol25 dataset).

Geometry as XYZ:
```
48
Properties=species:S:1:pos:R:3:lowdin_charge:R:1
I -0.699 -3.906 -0.335 0.564
I -0.648 -2.962 -3.628 0.417
La -0.188 -0.095 -3.067 1.062
Lu -0.077 -0.381 0.776 1.275
S 1.412 -0.984 -1.164 0.274
S -1.856 -0.483 -1.032 0.280
C 2.036 0.261 1.985 0.014
C 3.239 -0.736 -1.174 -0.871
C -3.493 0.333 -0.858 -0.874
C 3.659 -1.056 -2.609 -0.091
C 3.559 0.741 -0.835 -0.069
C 3.799 -1.712 -0.149 -0.085
C -4.169 0.220 -2.249 -0.078
C -3.254 1.814 -0.474 -0.084
C -4.224 -0.441 0.250 -0.089
C 1.827 1.884 -3.687 -0.025
C -1.529 2.420 -3.528 -0.032
O 2.826 0.402 2.841 0.192
O 2.660 2.473 -4.227 0.173
O -2.194 3.243 -3.969 0.178
H 3.239 -0.304 -3.317 0.057
H 3.298 -2.059 -2.910 0.101
H 4.762 -1.015 -2.686 0.131
H 3.116 1.402 -1.601 0.051
H 4.655 0.870 -0.835 0.132
H 3.158 1.022 0.151 0.038
H 3.449 -1.480 0.882 0.060
H 4.906 -1.694 -0.133 0.130
H 3.474 -2.748 -0.387 0.105
H -5.188 0.627 -2.192 0.124
H -4.205 -0.832 -2.582 0.099
H -3.610 0.822 -2.997 0.057
H -4.230 2.305 -0.346 0.124
H -2.683 2.328 -1.276 0.050
H -2.680 1.883 0.466 0.078
H -5.243 -0.054 0.401 0.121
H -3.679 -0.337 1.213 0.083
H -4.283 -1.522 -0.001 0.101
C -0.404 1.236 4.664 0.050
C -0.249 -0.072 4.015 -0.398
C 0.288 -1.260 4.682 0.043
O -0.535 -0.160 2.787 -0.245
H -0.315 1.110 5.762 0.129
H -1.392 1.678 4.439 0.135
H 0.381 1.941 4.348 0.131
H -0.333 -2.150 4.448 0.134
H 1.323 -1.470 4.363 0.121
H 0.296 -1.103 5.776 0.130
```

Calculated values
energy above the lowest of the compared OMol25 structures with the same formula, charge and spin: 0.0 kJ/mol
calculated total energy: -95409.252 eV
E_LUMO (alpha / beta): -16.0 / -16.1 eV
charge: +4
M: 888.2 g mol⁻¹

---

Record 2
# C2H8ClN4

A 2-piece molecular cluster, C2H8ClN4 overall (ωB97M-V with the def2-TZVPD basis set, the OMol25 dataset).

Geometry as XYZ:
```
15
Properties=species:S:1:pos:R:3:nbo_charge:R:1
C 0.171 0.404 1.255 0.634
C 0.901 -2.070 -0.030 -0.194
N 0.101 -0.711 1.676 -0.239
N 0.377 -1.997 1.301 -0.403
N 0.156 1.621 1.045 -0.796
N -1.002 1.840 -1.292 -0.996
Cl -0.087 -1.223 -1.284 -0.112
H 1.833 -1.750 0.036 0.207
H 0.993 -3.129 -0.460 0.258
H -1.044 0.825 -1.440 0.436
H -0.377 -2.631 1.640 0.420
H 1.038 2.135 1.150 0.429
H -0.664 2.021 -0.124 0.466
H -1.936 2.413 -1.308 0.443
H -0.462 2.254 -2.166 0.449
```

Calculated values
energy above the lowest of the compared OMol25 structures with the same formula, charge and spin: 49.5 kJ/mol
calculated total energy: -20677.586 eV
E_LUMO: -3.2 eV
charge: +1
M: 123.6 g mol⁻¹

---

Record 3
# C38H29IN9O7ReS2

C38H29IN9O7ReS2 as an isolated structure (ωB97M-V with the def2-TZVPD basis set, the OMol25 dataset).

Geometry as XYZ:
```
87
Properties=species:S:1:pos:R:3:mulliken_spin:R:1
Re -0.867 -1.409 -0.171 2.629
O -1.223 -3.459 -0.777 0.066
S -0.335 -4.313 -1.675 0.010
O -0.485 -5.696 -1.374 0.004
O 1.021 -3.770 -1.686 0.001
C -0.904 -3.972 -3.309 -0.019
C -0.547 -4.893 -4.284 0.001
C -0.812 -4.613 -5.614 -0.002
C -1.417 -3.419 -5.973 0.004
C -1.772 -2.491 -5.004 0.007
C -1.514 -2.770 -3.672 0.047
S -2.214 -1.596 -2.503 0.082
O -2.193 -0.275 -3.145 0.015
O -3.544 -2.167 -2.271 0.015
O 1.112 -0.552 -2.497 -0.002
H -0.070 -5.819 -3.992 0.000
H -0.540 -5.331 -6.377 0.000
H -1.627 -3.211 -7.014 0.000
H -2.254 -1.557 -5.263 0.000
C 2.965 4.202 4.804 0.000
N 1.666 4.033 4.179 0.001
C 1.309 3.224 3.168 0.001
N 0.106 3.529 2.728 0.000
C -0.235 4.575 3.531 0.001
N 0.681 4.929 4.407 0.000
C 3.968 4.892 3.908 0.000
C 5.206 5.252 4.432 0.000
C 6.140 5.910 3.644 0.000
C 5.856 6.210 2.320 0.000
C 4.626 5.836 1.794 0.000
C 3.685 5.186 2.588 0.000
C 4.313 6.132 0.399 0.000
N 4.980 6.836 -0.447 0.000
N 4.256 6.806 -1.637 0.000
C 3.219 6.082 -1.403 0.000
O 3.184 5.618 -0.138 0.000
C 2.139 5.745 -2.326 0.000
C 2.148 6.316 -3.600 0.000
C 1.126 6.026 -4.488 0.000
C 0.106 5.157 -4.108 0.000
C 0.112 4.584 -2.844 0.002
C -1.008 3.663 -2.458 -0.004
N -0.532 2.358 -1.994 0.013
C -0.958 1.649 -0.983 0.041
N -0.352 0.457 -0.993 0.051
C 0.424 0.515 -2.124 -0.016
N 0.365 1.653 -2.747 -0.007
C 1.126 4.884 -1.954 -0.001
H 3.335 3.226 5.121 0.000
H 2.795 4.807 5.692 0.000
H 1.943 2.431 2.801 -0.002
H -1.179 5.092 3.462 0.000
H 5.439 5.031 5.468 0.000
H 7.094 6.196 4.067 0.000
H 6.573 6.722 1.693 0.000
H 2.721 4.938 2.155 0.000
H 2.953 6.987 -3.868 0.000
H 1.122 6.469 -5.475 0.000
H -0.686 4.915 -4.808 0.000
H -1.642 3.468 -3.321 0.001
H -1.624 4.083 -1.664 0.001
H -1.661 1.989 -0.240 -0.004
H 1.625 -0.357 -3.294 0.004
H 1.134 4.445 -0.962 0.000
I 1.557 -2.408 0.431 0.010
C 1.550 -1.538 2.323 -0.009
C 2.586 -1.778 3.174 0.022
C 2.536 -1.249 4.480 -0.024
C 1.466 -0.493 4.860 0.032
C 0.402 -0.223 3.965 -0.025
C -0.658 0.635 4.342 0.092
C -1.640 0.944 3.451 -0.027
C -1.634 0.369 2.167 0.126
C -0.659 -0.519 1.742 -0.126
C 0.414 -0.783 2.662 -0.102
H 3.439 -2.367 2.859 0.002
H 3.347 -1.444 5.168 -0.001
H 1.419 -0.076 5.859 0.001
H -0.660 1.058 5.339 -0.001
H -2.432 1.628 3.727 0.000
H -2.442 0.645 1.501 0.005
C -5.371 -1.801 0.219 -0.004
C -3.976 -1.429 0.152 0.112
N -2.864 -1.156 0.094 -0.041
H -5.563 -2.357 1.135 0.004
H -5.585 -2.416 -0.656 0.002
H -5.988 -0.903 0.195 0.006
```

Calculated values
energy above the lowest of the compared OMol25 structures with the same formula, charge and spin: 281.9 kJ/mol
calculated total energy: -99513.313 eV
E_LUMO (alpha / beta): -3.3 / -4.8 eV
spin multiplicity: 4
charge: +1
M: 1101.0 g mol⁻¹

---

Record 4
# C5H7NO2

One molecule with the formula C5H7NO2 (ωB97M-V with the def2-TZVPD basis set, the OMol25 dataset).

Geometry as XYZ:
```
15
Properties=species:S:1:pos:R:3:nbo_charge:R:1
C 2.574 -0.383 0.137 -0.672
C 1.142 0.227 -0.152 0.198
O 0.729 1.505 -0.170 -0.391
C -0.597 1.637 -0.141 0.073
C -1.143 0.345 0.159 -0.033
N -2.532 -0.315 0.107 -0.869
C -0.073 -0.532 -0.135 0.168
O -0.218 -1.885 -0.244 -0.665
H 3.507 0.244 -0.363 0.238
H 2.516 -1.492 -0.143 0.251
H 2.691 -0.491 1.346 0.226
H -1.049 2.719 -0.177 0.216
H -3.269 0.177 -0.633 0.374
H -3.066 -0.084 0.931 0.378
H -1.212 -1.671 -0.522 0.509
```

Calculated values
energy above the lowest of the compared OMol25 structures with the same formula, charge and spin: 357.2 kJ/mol
calculated total energy: -10879.915 eV
E_LUMO: 0.6 eV
charge: 0
M: 113.1 g mol⁻¹

---

Record 5
# C9H9N2O4

An isolated ion of composition C9H9N2O4 and charge -1 (ωB97M-V with the def2-TZVPD basis set, the OMol25 dataset).

Geometry as XYZ:
```
24
Properties=species:S:1:pos:R:3:nbo_charge:R:1
C 2.518 -1.730 -0.377 -0.267
C 2.719 -0.617 -1.204 -0.281
C 1.544 -1.875 0.518 -0.127
C 2.014 0.563 -1.336 -0.011
C -1.394 1.141 -0.215 0.222
C -3.183 -0.577 -0.241 0.874
C 0.508 -0.887 0.874 -0.133
C -0.953 -1.160 0.482 0.140
C -1.301 2.045 1.092 -0.640
N -1.754 -0.224 0.040 -0.510
N 1.062 1.021 -0.448 0.080
O -3.373 -1.769 -0.249 -0.711
O 1.007 0.492 0.809 -0.380
O -3.867 0.381 -0.449 -0.756
O -0.247 1.096 -1.045 -0.410
H 3.018 -2.686 -0.440 0.208
H 3.462 -0.802 -1.874 0.194
H 1.498 -2.745 1.071 0.195
H 2.271 1.180 -2.122 0.194
H -2.151 1.527 -0.869 0.242
H 0.319 -1.025 1.886 0.226
H -1.962 2.831 1.025 0.201
H -1.556 1.423 2.056 0.217
H -0.198 2.394 1.015 0.232
```

Calculated values
energy above the lowest of the compared OMol25 structures with the same formula, charge and spin: 403.5 kJ/mol
calculated total energy: -20643.352 eV
E_LUMO: 3.3 eV
charge: -1
M: 209.2 g mol⁻¹

---

Record 6
# C3H8NO2P

A 2-piece molecular cluster, C3H8NO2P overall (ωB97M-V with the def2-TZVPD basis set, the OMol25 dataset).

Geometry as XYZ:
```
15
Properties=species:S:1:pos:R:3:nbo_charge:R:1
C -1.637 2.048 -0.404 -0.255
C -1.445 0.734 -0.372 -0.337
C -0.232 0.029 -0.285 0.034
N 0.790 0.525 0.447 -0.744
O -1.428 -2.142 -1.623 -1.114
O 2.493 -1.477 1.790 -0.985
P -0.318 -1.825 -0.731 1.091
H -2.650 2.410 -0.699 0.216
H -0.929 2.785 -0.042 0.184
H -2.167 0.170 -0.924 0.247
H 0.715 -1.397 -1.535 -0.136
H 1.612 -1.362 2.155 0.493
H 0.864 1.486 0.907 0.397
H 1.690 0.149 0.249 0.412
H 2.641 -2.132 1.068 0.496
```

Calculated values
energy above the lowest of the compared OMol25 structures with the same formula, charge and spin: 303.1 kJ/mol
calculated total energy: -18111.940 eV
E_LUMO (alpha / beta): -1.1 / -1.1 eV
charge: 0
M: 121.1 g mol⁻¹

---

- Which of these has the highest charge?
  C14H24I2LaLuO4S2